P) C3H9N3O6 | ωB97M-V/def2-TZVPD

Results
**SMILES string**: C[N+](=O)[O-].C[N+](=O)[O-].C[N+](=O)[O-]
**HOMO energy**: -0.3975 Ha
**Charge**: 0

Each line ends with the Mulliken charge.
Positions of all 21 atoms, in Å:
C (4.61, 0.66, 0.31)  -0.71
N (3.83, -0.33, 1.11)  0.89
O (4.09, -0.50, 2.26)  -0.51
O (2.96, -0.90, 0.50)  -0.52
H (4.90, 0.12, -0.59)  0.28
H (5.48, 1.00, 0.87)  0.29
H (3.96, 1.50, 0.10)  0.28
C (-3.95, 0.09, -2.71)  -0.65
N (-4.42, -0.38, -1.39)  0.84
O (-3.63, -0.73, -0.55)  -0.50
O (-5.63, -0.42, -1.25)  -0.52
H (-2.94, 0.48, -2.60)  0.27
H (-4.64, 0.85, -3.07)  0.29
H (-3.99, -0.78, -3.36)  0.27
C (-0.21, -0.59, 1.11)  -0.68
N (0.11, 0.56, 1.97)  0.88
O (1.12, 0.52, 2.63)  -0.51
O (-0.66, 1.49, 1.96)  -0.55
H (-1.28, -0.77, 1.19)  0.29
H (0.32, -1.46, 1.48)  0.30
H (-0.02, -0.39, 0.06)  0.26


Q) C3H9N3O6 | ωB97M-V/def2-TZVPD

Results
**SMILES string**: C[N+](=O)[O-].C[N+](=O)[O-].C[N+](=O)[O-]
**HOMO energy**: -0.3918 Ha
**Charge**: 0

Each line ends with the Mulliken charge.
Positions of all 21 atoms, in Å:
C (5.95, -27.43, -15.72)  -1.04
N (4.68, -28.31, -15.65)  0.95
O (4.72, -29.35, -14.99)  -0.60
O (3.79, -27.99, -16.42)  -0.48
H (6.46, -27.38, -14.76)  0.33
H (5.76, -26.48, -16.21)  0.50
H (6.53, -28.04, -16.41)  0.34
C (0.42, -28.02, -17.70)  -0.84
N (1.14, -27.37, -16.59)  0.99
O (2.20, -26.90, -16.78)  -0.50
O (0.55, -27.42, -15.45)  -0.57
H (0.85, -27.84, -18.68)  0.35
H (-0.63, -27.72, -17.70)  0.30
H (0.44, -29.10, -17.60)  0.29
C (2.86, -25.86, -14.45)  -0.80
N (4.35, -25.75, -14.62)  0.97
O (4.81, -25.17, -15.59)  -0.58
O (4.97, -26.07, -13.61)  -0.54
H (2.51, -26.27, -15.40)  0.24
H (2.49, -24.90, -14.09)  0.36
H (2.74, -26.56, -13.62)  0.31


We find P) to be the most stable, with the next structure 54.1 kcal/mol higher.


P) C4H14NO3 | ωB97M-V/def2-TZVPD

Results
**Spin multiplicity**: 2
**HOMO energy (alpha / beta)**: -0.2989 / -0.3784 Ha
**Charge**: 0

Each line ends with the Mulliken charge.
Positions of all 22 atoms, in Å:
O (0.23, -0.99, -0.52)  -0.68
C (0.22, -1.39, 0.66)  0.18
C (-0.83, -1.05, 1.54)  -0.47
C (0.87, 2.19, 0.80)  -0.77
C (0.11, 2.17, -0.51)  -0.62
N (-2.03, -0.70, 1.04)  -0.30
H (0.99, -2.09, 1.02)  0.35
H (-0.78, -1.21, 2.60)  0.44
H (0.22, 1.84, 1.60)  0.20
H (1.14, 3.19, 1.14)  0.36
H (-0.62, 1.37, -0.52)  0.06
H (0.73, 1.94, -1.38)  0.22
H (-0.37, 3.12, -0.75)  0.37
H (-2.82, -0.74, 1.67)  0.26
H (-2.30, -0.96, 0.09)  0.24
H (1.74, 1.53, 0.76)  0.20
H (-0.98, -1.92, -1.32)  0.37
H (-1.79, -2.71, -2.39)  0.30
O (-1.77, -2.47, -1.46)  -0.70
H (1.97, -0.65, -1.05)  0.32
H (3.28, -0.29, -1.93)  0.28
O (2.81, -0.17, -1.10)  -0.63


Q) C4H14NO3 | ωB97M-V/def2-TZVPD

Results
**Spin multiplicity**: 2
**HOMO energy (alpha / beta)**: -0.1115 / -0.3930 Ha
**Charge**: 0

Each line ends with the Mulliken charge.
Positions of all 22 atoms, in Å:
C (0.85, 0.73, 1.52)  -0.54
O (0.89, -0.28, 2.64)  -0.10
C (0.42, 0.00, 0.27)  -0.04
C (-0.80, 0.61, -0.43)  -0.37
C (-2.04, 0.58, 0.45)  -1.46
O (-1.17, -0.32, -1.48)  -0.37
N (0.19, -1.52, 0.50)  -1.92
H (0.11, 1.40, 1.92)  0.24
H (1.85, 1.09, 1.46)  0.49
H (1.46, 0.13, 3.30)  0.10
H (1.23, -0.01, -0.47)  -0.14
H (-0.66, 1.59, -0.87)  0.47
H (-1.95, 1.26, 1.31)  0.46
H (-2.15, -0.39, 0.94)  0.32
H (-2.92, 0.86, -0.12)  0.37
H (-0.53, -0.21, -2.20)  0.31
H (1.00, -2.06, 0.13)  1.17
H (-0.73, -1.80, 0.12)  0.51
H (0.06, -1.82, 1.48)  0.55
H (1.98, -0.16, -3.34)  0.28
H (1.30, 1.20, -3.39)  0.26
O (1.28, 0.36, -2.92)  -0.57


We find P) to be the most stable, with the next structure 60.8 kcal/mol higher.


P) CH3O2S | ωB97M-V/def2-TZVPD

Results
**HOMO energy**: -0.1606 Ha
**Charge**: -1

Each line ends with the Mulliken charge.
Positions of all 7 atoms, in Å:
S (1.31, -0.46, -1.78)  -0.66
H (0.66, -1.52, -1.95)  0.03
O (-1.69, 0.68, 2.19)  -0.64
C (-0.78, 0.70, 1.32)  0.21
O (-0.46, -0.26, 0.52)  -0.53
H (-0.24, 1.58, 1.21)  0.29
H (0.48, -0.32, -0.37)  0.31


Q) CH3O2S | ωB97M-V/def2-TZVPD

Results
**HOMO energy**: -0.1380 Ha
**Charge**: -1

Each line ends with the Mulliken charge.
Positions of all 7 atoms, in Å:
S (-0.02, 1.76, -1.20)  -0.77
H (1.31, 1.61, -1.33)  0.01
O (-0.20, -2.41, 1.00)  -0.56
C (0.31, -1.33, 0.79)  0.25
O (-0.28, -0.19, 0.90)  -0.41
H (1.35, -1.17, 0.45)  0.23
H (-0.19, 0.71, 0.26)  0.25


We find Q) to be the most stable, with the next structure 4.1 kcal/mol higher.


P) C7H10N2O3 | ωB97M-V/def2-TZVPD

Results
**SMILES string**: CC(=C=N)C#N.O/C=C(\O)CO
**HOMO energy**: -0.3074 Ha
**Charge**: 0

Each line ends with the Mulliken charge.
Positions of all 22 atoms, in Å:
C (2.01, 1.61, -0.55)  -1.31
C (1.60, 0.72, 0.62)  0.20
C (2.01, -0.46, 0.92)  0.70
N (2.24, -1.47, 1.48)  -0.53
C (0.77, 1.28, 1.57)  0.35
N (-0.06, 1.84, 2.14)  -0.70
H (1.18, 2.26, -0.64)  0.40
H (1.98, 0.97, -1.57)  0.24
H (2.90, 2.09, -0.41)  0.40
H (1.63, -2.24, 1.39)  0.34
O (0.17, -2.79, -0.21)  -0.59
C (-0.35, -1.57, -0.39)  -0.83
C (-1.39, -1.02, 0.24)  1.21
O (-2.03, -1.76, 1.22)  -0.59
C (-2.00, 0.22, -0.21)  -0.97
O (-2.57, 1.04, 0.71)  -0.56
H (-0.33, -3.09, 0.65)  0.39
H (0.19, -0.94, -1.15)  0.31
H (-2.90, -1.40, 1.37)  0.33
H (-2.71, -0.15, -0.90)  0.46
H (-1.32, 0.83, -0.73)  0.34
H (-1.76, 1.28, 1.23)  0.41


Q) C7H10N2O3 | ωB97M-V/def2-TZVPD

Results
**SMILES string**: CC(/C=C\C=C(\N)[N+](=O)[O-])=C\O
**HOMO energy**: -0.3067 Ha
**Charge**: 0

Each line ends with the Mulliken charge.
Positions of all 22 atoms, in Å:
C (1.17, -1.62, 0.69)  -1.73
C (0.72, -0.70, -0.43)  0.92
C (1.57, 0.43, -0.69)  -0.53
C (1.14, 1.71, -0.56)  -0.58
C (-0.19, 2.03, -0.17)  -0.66
C (-1.31, 1.48, -0.73)  0.47
N (-2.55, 1.49, -0.13)  -0.56
N (-1.40, 1.44, -2.17)  0.94
O (-2.52, 1.26, -2.64)  -0.68
O (-0.41, 1.66, -2.84)  -0.53
C (-0.51, -0.85, -0.97)  -0.35
O (-1.43, -1.74, -0.54)  -0.58
H (0.98, -2.66, 0.46)  0.37
H (0.67, -1.36, 1.63)  0.37
H (2.24, -1.50, 0.85)  0.41
H (2.63, 0.24, -0.76)  0.43
H (1.88, 2.50, -0.53)  0.42
H (-0.31, 2.61, 0.74)  0.42
H (-3.29, 1.18, -0.75)  0.25
H (-2.59, 1.14, 0.81)  0.24
H (-0.73, -0.54, -1.98)  0.61
H (-1.15, -2.11, 0.31)  0.33


We find P) to be the most stable, with the next structure 27.2 kcal/mol higher.


P) C4H10Cl2NP | ωB97M-V/def2-TZVPD

Results
**HOMO energy**: -0.3248 Ha
**Charge**: 0

Each line ends with the Mulliken charge.
Positions of all 18 atoms, in Å:
C (-0.82, -1.13, -0.63)  -1.63
C (-0.09, 0.22, 1.25)  -1.78
C (0.53, 0.93, -0.97)  -1.54
C (0.30, -0.30, -0.13)  2.00
N (1.48, -1.13, -0.19)  -0.84
P (1.76, -2.37, 1.79)  0.52
Cl (1.12, -4.07, 0.94)  -0.16
Cl (3.75, -2.50, 1.51)  -0.20
H (-0.39, -1.83, -1.44)  0.36
H (-1.21, -1.82, 0.11)  0.36
H (-1.69, -0.66, -1.07)  0.36
H (0.67, 0.78, 1.89)  0.33
H (-0.44, -0.56, 1.99)  0.40
H (-0.99, 0.83, 1.12)  0.44
H (0.93, 0.65, -1.99)  0.36
H (-0.38, 1.68, -1.06)  0.33
H (1.37, 1.49, -0.45)  0.36
H (2.37, -0.65, -0.16)  0.34


Q) C4H10Cl2NP | ωB97M-V/def2-TZVPD

Results
**SMILES string**: CC(C)(C)NP(Cl)Cl
**HOMO energy**: -0.3434 Ha
**Charge**: 0

Each line ends with the Mulliken charge.
Positions of all 18 atoms, in Å:
C (-0.98, 1.23, -0.33)  -1.46
C (-0.11, -0.08, -0.31)  1.11
C (1.11, 0.09, -1.22)  -1.27
C (-1.17, -1.23, -0.66)  -1.80
N (0.22, -0.39, 1.06)  -0.23
P (1.30, 0.65, 1.75)  0.28
Cl (0.42, 1.49, 3.34)  -0.22
Cl (2.28, -0.79, 2.83)  -0.27
H (-1.83, 1.25, 0.33)  0.35
H (-0.21, 2.02, -0.09)  0.44
H (-1.23, 1.34, -1.38)  0.40
H (1.00, -0.62, -2.07)  0.35
H (1.93, -0.07, -0.53)  0.31
H (1.21, 1.05, -1.72)  0.33
H (-0.67, -2.23, -0.65)  0.42
H (-1.99, -1.34, 0.05)  0.40
H (-1.33, -1.02, -1.69)  0.52
H (0.08, -1.35, 1.30)  0.34


We find Q) to be the most stable, with the next structure 38.0 kcal/mol higher.


P) C4H4NO5 | ωB97M-V/def2-TZVPD

Results
**SMILES string**: C/C(C(=O)O)=C(/[O-])[N+](=O)[O-]
**HOMO energy**: -0.1778 Ha
**Charge**: -1

Each line ends with the Mulliken charge.
Positions of all 14 atoms, in Å:
C (0.10, -0.81, 0.04)  -1.17
C (-0.15, 0.67, 0.12)  -0.05
C (1.11, 1.42, 0.05)  0.33
O (2.17, 0.93, -0.32)  -0.64
O (1.01, 2.82, 0.14)  -0.52
C (-1.27, 1.36, 0.27)  1.11
O (-1.72, 2.47, 0.39)  -0.70
N (-2.68, 0.24, -0.01)  0.65
O (-2.99, -0.61, 0.79)  -0.57
O (-3.24, 0.38, -1.08)  -0.60
H (0.36, -1.24, 1.13)  0.16
H (0.96, -0.87, -0.59)  0.36
H (-0.78, -1.40, -0.31)  0.33
H (0.08, 2.90, 0.08)  0.31


Q) C4H4NO5 | ωB97M-V/def2-TZVPD

Results
**HOMO energy**: -0.1579 Ha
**Charge**: -1

Each line ends with the Mulliken charge.
Positions of all 14 atoms, in Å:
C (0.65, 1.91, 0.51)  0.21
C (-0.84, -1.46, -0.46)  0.40
C (-0.86, 0.34, 1.20)  0.21
C (-0.27, -0.36, 0.17)  0.12
N (0.86, 0.28, -0.46)  -0.25
O (-1.95, -1.88, -0.30)  -0.60
O (-1.85, 0.06, 1.84)  -0.63
O (1.77, 2.42, 0.51)  -0.67
O (0.07, -2.18, -1.40)  -0.54
O (0.09, 1.40, 1.62)  -0.30
H (-0.11, 2.45, -0.23)  0.24
H (-0.10, -3.12, -1.33)  0.29
H (1.75, -0.25, -0.19)  0.26
H (0.79, 0.37, -1.48)  0.28


We find Q) to be the most stable, with the next structure 41.2 kcal/mol higher.